Version 1
{"formula": "CHO3PS2", "method": "the ωB97M-V functional and the def2-TZVPD basis", "charge": -2, "e_homo_ha": [-0.0107, -0.0107], "spin_multiplicity": 1, "species": ["S", "S", "P", "O", "O", "O", "C", "H"], "xyz": [[1.386, -2.473, 0.018], [4.242, 1.086, -0.333], [1.774, -0.595, -0.475], [1.909, -0.398, -1.928], [-0.946, 1.128, 0.072], [3.422, -0.362, 1.688], [3.304, 0.079, 0.575], [-1.017, 0.169, 0.007]]}

---

Version 2
{"formula": "CHO3PS2", "method": "the ωB97M-V functional and the def2-TZVPD basis", "charge": -2, "e_homo_ha": 0.0005, "spin_multiplicity": 1, "smiles": "[O-]C(=S)[P@@]([O-])(O)=S", "species": ["S", "S", "P", "O", "O", "O", "C", "H"], "xyz": [[-1.105, -2.132, 0.288], [0.056, 0.718, -2.475], [0.397, -0.666, 0.110], [1.819, -1.118, -0.006], [0.220, 0.031, 1.555], [-0.784, 1.622, -0.135], [-0.202, 0.774, -0.792], [-0.401, 0.772, 1.456]]}

---

The energy of each structure relative to the most stable one, in kcal/mol, is as follows: version 1 70.8; version 2 0.0.

---

Version 1
{"formula": "C6H11NO", "method": "the ωB97M-V functional and the def2-TZVPD basis", "e_homo_ha": -0.2872, "spin_multiplicity": 1, "species": ["O", "N", "C", "C", "C", "C", "C", "C", "H", "H", "H", "H", "H", "H", "H", "H", "H", "H", "H"], "xyz": [[0.497, 1.289, 1.418], [-0.859, -1.033, 0.703], [0.773, 1.399, -0.925], [-0.313, 0.569, -0.758], [-1.394, 0.365, 0.365], [0.629, -0.924, 0.938], [-0.187, -0.623, -1.649], [0.885, 0.491, 0.349], [1.179, -1.104, 1.916], [-0.214, -0.216, -2.812], [-1.531, -1.774, 1.675], [1.619, 0.837, 1.929], [-1.323, 1.025, 1.266], [1.430, 0.986, -1.787], [-1.044, -1.210, -1.177], [0.902, -1.642, 0.263], [0.831, -1.062, -1.561], [0.630, 2.323, -0.307], [-2.510, 0.303, 0.154]]}

---

Version 2
{"formula": "C6H11NO", "method": "the ωB97M-V functional and the def2-TZVPD basis", "e_homo_ha": -0.3149, "spin_multiplicity": 1, "smiles": "C[C@H]1[C@H]2[C@@H](O)CCN21", "species": ["O", "N", "C", "C", "C", "C", "C", "C", "H", "H", "H", "H", "H", "H", "H", "H", "H", "H", "H"], "xyz": [[-1.486, -1.418, -0.023], [0.735, 0.377, -0.324], [-0.684, -0.877, 0.953], [-0.092, 1.481, -0.454], [-0.300, 0.586, 0.741], [1.614, -0.346, 0.395], [-0.866, 1.251, -1.799], [0.618, -1.232, 1.219], [2.207, 0.170, 1.189], [-0.883, -1.616, -0.892], [-1.522, 0.270, -1.591], [-0.304, 1.016, -2.848], [-0.036, 1.062, 1.576], [0.766, -1.305, 2.338], [0.297, 2.517, -0.512], [-1.475, 2.221, -2.244], [-1.537, -0.944, 1.783], [0.674, -2.312, 0.786], [2.273, -0.899, -0.293]]}

---

Version 3
{"formula": "C6H11NO", "method": "the ωB97M-V functional and the def2-TZVPD basis", "e_homo_ha": -0.2998, "spin_multiplicity": 1, "smiles": "C=COC.CC#CN", "species": ["O", "N", "C", "C", "C", "C", "C", "C", "H", "H", "H", "H", "H", "H", "H", "H", "H", "H", "H"], "xyz": [[0.922, -0.800, -0.576], [-1.211, -1.101, 1.707], [-0.305, -2.636, -1.471], [-0.619, 1.299, 1.143], [1.569, 0.367, -1.045], [-1.013, 0.147, 1.219], [-0.434, 2.730, 1.295], [-0.075, -1.318, -1.414], [0.300, 3.121, 0.587], [-1.378, 3.252, 1.118], [-0.100, 2.982, 2.302], [2.268, 0.103, -1.845], [-0.233, -0.735, -2.318], [-0.800, -3.083, -2.313], [-0.184, -3.249, -0.594], [2.066, 0.811, -0.185], [-0.679, -1.763, 1.145], [-0.969, -1.244, 2.679], [0.874, 1.118, -1.435]]}

---

Version 4
{"formula": "C6H11NO", "method": "the ωB97M-V functional and the def2-TZVPD basis", "e_homo_ha": -0.2864, "spin_multiplicity": 1, "smiles": "Cc1cc[nH]c1C.O", "species": ["O", "N", "C", "C", "C", "C", "C", "C", "H", "H", "H", "H", "H", "H", "H", "H", "H", "H", "H"], "xyz": [[-1.684, 2.066, 1.552], [-1.499, -0.417, -0.130], [0.119, -1.402, 1.149], [2.197, -0.224, 0.198], [-1.228, -1.269, 0.962], [0.769, -0.531, 0.234], [-0.079, 0.529, -1.892], [-0.190, -0.056, -0.616], [2.752, -0.833, 0.838], [-1.698, 2.333, 0.722], [0.021, -0.256, -2.688], [-0.892, 1.148, -2.261], [-0.712, 1.929, 1.810], [-2.012, -1.594, 1.529], [0.850, 1.058, -2.018], [0.424, -2.135, 1.840], [2.421, 0.865, 0.416], [-2.125, -0.830, -0.816], [2.566, -0.379, -0.830]]}

---

The energy of each structure relative to the most stable one, in kcal/mol, is as follows: version 1 198.8; version 2 122.0; version 3 61.7; version 4 0.0.

---

Version 1
{"formula": "C6H11NO", "method": "the ωB97M-V functional and the def2-TZVPD basis", "e_homo_ha": [-0.2468, -0.2622], "spin_multiplicity": 1, "species": ["O", "N", "C", "C", "C", "C", "C", "C", "H", "H", "H", "H", "H", "H", "H", "H", "H", "H", "H"], "xyz": [[2.295, 0.366, 0.670], [1.279, -1.416, 1.404], [-1.110, -1.472, -0.372], [-1.179, 0.631, 0.973], [0.214, 1.942, -1.271], [-0.466, -0.171, 0.064], [1.278, -0.302, 0.619], [0.350, 0.490, -0.992], [0.990, -0.075, -1.667], [-1.827, -1.266, -1.167], [-0.017, 2.119, -2.324], [-0.373, -2.174, -0.766], [-0.554, 2.448, -0.674], [2.132, -1.694, 1.863], [-1.642, -1.939, 0.461], [1.116, 2.518, -1.033], [0.453, -1.943, 1.618], [-2.219, 0.433, 1.186], [-0.721, 1.505, 1.407]]}

---

Version 2
{"formula": "C6H11NO", "method": "the ωB97M-V functional and the def2-TZVPD basis", "e_homo_ha": -0.2434, "spin_multiplicity": 1, "species": ["O", "N", "C", "C", "C", "C", "C", "C", "H", "H", "H", "H", "H", "H", "H", "H", "H", "H", "H"], "xyz": [[2.289, -0.770, 1.409], [2.293, 0.011, -0.805], [-1.417, 0.178, -0.394], [-0.084, 0.296, 0.063], [1.011, -0.472, -0.882], [-2.467, -0.248, 0.451], [-3.767, 0.033, 0.322], [2.915, 0.002, 0.546], [0.235, 1.337, 0.007], [-1.653, 0.717, -1.304], [0.664, -0.707, -1.877], [-2.136, -0.691, 1.400], [-4.097, 0.659, -0.505], [-4.500, -0.339, 1.024], [1.041, -1.427, -0.346], [0.114, 0.057, 1.103], [2.659, 0.674, -1.468], [2.965, 1.079, 0.857], [3.934, -0.387, 0.400]]}

---

Version 3
{"formula": "C6H11NO", "method": "the ωB97M-V functional and the def2-TZVPD basis", "e_homo_ha": -0.3117, "spin_multiplicity": 1, "smiles": "[H]/N=C(/C)CC.C=C=O", "species": ["O", "N", "C", "C", "C", "C", "C", "C", "H", "H", "H", "H", "H", "H", "H", "H", "H", "H", "H"], "xyz": [[-2.015, -0.704, 1.971], [1.075, -1.427, -1.444], [0.158, 1.405, -0.955], [-2.428, 0.796, 0.045], [1.222, -0.856, -0.324], [1.816, -1.637, 0.815], [-1.928, 0.033, 1.056], [0.715, 0.519, 0.060], [0.627, -0.830, -2.139], [2.736, -1.159, 1.157], [-2.775, 1.785, 0.311], [1.394, 1.005, 0.762], [0.249, 2.465, -0.741], [1.129, -1.670, 1.662], [-3.029, 0.295, -0.702], [-0.256, 0.219, 0.746], [2.037, -2.652, 0.496], [-1.124, 1.210, -0.776], [0.397, 1.204, -1.996]]}

---

The energy of each structure relative to the most stable one, in kcal/mol, is as follows: version 1 21.6; version 2 53.6; version 3 0.0.

---

Version 1
{"formula": "C6H11NO", "method": "the ωB97M-V functional and the def2-TZVPD basis", "e_homo_ha": -0.2980, "spin_multiplicity": 1, "smiles": "C/C=C(/N)C(=O)CC", "species": ["O", "N", "C", "C", "C", "C", "C", "C", "H", "H", "H", "H", "H", "H", "H", "H", "H", "H", "H"], "xyz": [[1.384, 1.814, -0.608], [1.825, -0.047, 1.577], [0.634, 0.873, -0.367], [1.068, -0.308, 0.450], [-1.575, 1.748, 0.437], [0.626, -1.546, 0.138], [0.109, -2.057, -1.169], [-0.897, 0.972, -0.678], [-0.985, 1.501, -1.633], [0.167, -1.318, -1.972], [1.830, 0.930, 1.859], [-1.533, 1.190, 1.379], [-0.926, -2.391, -1.061], [-1.402, 0.015, -0.814], [-2.626, 1.929, 0.193], [-1.089, 2.714, 0.603], [1.828, -0.755, 2.302], [0.854, -2.343, 0.846], [0.708, -2.919, -1.482]]}

---

Version 2
{"formula": "C6H11NO", "method": "the ωB97M-V functional and the def2-TZVPD basis", "e_homo_ha": -0.2889, "spin_multiplicity": 1, "smiles": "C1COC2CN(C1)C2", "species": ["O", "N", "C", "C", "C", "C", "C", "C", "H", "H", "H", "H", "H", "H", "H", "H", "H", "H", "H"], "xyz": [[0.234, 1.508, -0.170], [-0.745, -1.038, 0.103], [-1.329, -0.053, 1.012], [-1.052, 0.945, -0.120], [1.700, -0.468, -0.306], [0.590, -1.462, 0.171], [1.516, 0.888, 0.279], [-1.189, -0.288, -1.040], [2.601, -0.939, 0.099], [-0.753, 0.071, 1.964], [1.570, 0.742, 1.389], [-0.605, -0.205, -1.984], [2.314, 1.667, 0.070], [-2.424, -0.155, 1.180], [-1.783, 1.781, -0.205], [0.749, -1.810, 1.146], [0.776, -2.341, -0.387], [1.761, -0.445, -1.389], [-2.283, -0.537, -1.221]]}

---

Version 3
{"formula": "C6H11NO", "method": "the ωB97M-V functional and the def2-TZVPD basis", "e_homo_ha": -0.2847, "spin_multiplicity": 1, "smiles": "C[C@H]1[C@H]2[C@]1(N)[C@@]2(C)O", "species": ["O", "N", "C", "C", "C", "C", "C", "C", "H", "H", "H", "H", "H", "H", "H", "H", "H", "H", "H"], "xyz": [[-1.915, -1.294, -0.976], [-0.150, 1.261, 1.183], [-1.039, -0.947, 0.095], [0.724, 0.517, -1.071], [-0.230, 0.400, 0.028], [2.006, 1.272, -0.981], [-1.623, -1.335, 1.423], [0.423, -0.931, -0.119], [0.028, 2.225, 0.920], [0.571, 0.962, 1.832], [-1.616, -0.964, -1.835], [2.725, 0.899, -1.715], [-2.517, -0.738, 1.623], [0.807, -1.683, -0.798], [2.459, 1.191, 0.011], [0.329, 0.398, -2.072], [-1.915, -2.388, 1.410], [-0.912, -1.179, 2.236], [1.844, 2.335, -1.194]]}

---

The energy of each structure relative to the most stable one, in kcal/mol, is as follows: version 1 0.0; version 2 45.4; version 3 89.4.

---

Version 1
{"formula": "C6H11NO", "method": "the ωB97M-V functional and the def2-TZVPD basis", "e_homo_ha": -0.3322, "spin_multiplicity": 1, "smiles": "C=C=C(C)C.C=NO", "species": ["O", "N", "C", "C", "C", "C", "C", "C", "H", "H", "H", "H", "H", "H", "H", "H", "H", "H", "H"], "xyz": [[4.687, 0.317, -0.451], [5.470, 0.442, 0.720], [-3.630, 1.929, -0.162], [-1.781, -0.964, 1.039], [-2.848, -1.387, -1.242], [-2.926, 0.837, -0.178], [6.644, 0.872, 0.537], [-2.541, -0.419, -0.136], [-4.629, 1.981, 0.244], [-1.940, -1.609, -1.802], [-2.232, -1.886, 1.407], [7.023, 1.295, -0.390], [-3.592, -0.987, -1.929], [-3.244, -2.325, -0.853], [-1.779, -0.253, 1.863], [7.357, 0.740, 1.333], [3.962, -0.263, -0.174], [-0.751, -1.171, 0.750], [-3.251, 2.852, -0.576]]}

---

Version 2
{"formula": "C6H11NO", "method": "the ωB97M-V functional and the def2-TZVPD basis", "e_homo_ha": -0.3456, "spin_multiplicity": 1, "species": ["O", "N", "C", "C", "C", "C", "C", "C", "H", "H", "H", "H", "H", "H", "H", "H", "H", "H", "H"], "xyz": [[1.671, 2.107, 1.845], [-0.569, -0.146, -2.438], [-0.285, -0.501, -1.047], [-0.632, 0.715, -0.176], [-0.723, 0.491, 1.295], [0.728, 1.970, 2.483], [1.159, -0.962, -0.820], [-0.794, -0.644, 1.971], [1.380, -1.846, -1.421], [0.113, 1.499, -0.365], [0.045, 0.606, -2.736], [-1.590, 1.113, -0.525], [-0.388, -0.937, -3.048], [1.339, -1.205, 0.226], [-0.667, 1.489, 2.103], [-0.969, -1.318, -0.793], [1.855, -0.171, -1.108], [-0.821, -1.618, 1.502], [-0.854, -0.644, 3.053]]}

---

Version 3
{"formula": "C6H11NO", "method": "the ωB97M-V functional and the def2-TZVPD basis", "e_homo_ha": [-0.2281, -0.2281], "spin_multiplicity": 1, "species": ["O", "N", "C", "C", "C", "C", "C", "C", "H", "H", "H", "H", "H", "H", "H", "H", "H", "H", "H"], "xyz": [[-0.058, -0.389, -2.514], [0.741, 0.740, -0.561], [0.664, -0.426, -1.554], [0.382, 0.637, 1.969], [0.747, -0.089, 0.845], [-0.161, -1.532, 0.289], [-1.488, -1.670, 0.205], [-0.364, 1.708, -0.758], [1.625, 1.254, -0.633], [1.723, -0.569, 0.917], [-0.521, 1.232, 1.964], [0.733, 0.294, 2.932], [-1.296, 1.176, -0.602], [-2.158, -0.829, 0.068], [-0.326, 2.091, -1.775], [1.549, -1.064, -1.423], [-0.259, 2.518, -0.043], [-1.966, -2.643, 0.269], [0.433, -2.438, 0.406]]}

---

The energy of each structure relative to the most stable one, in kcal/mol, is as follows: version 1 35.4; version 2 0.0; version 3 73.9.

---

Version 1
{"formula": "C6H11NO", "method": "the ωB97M-V functional and the def2-TZVPD basis", "e_homo_ha": -0.2751, "spin_multiplicity": 1, "species": ["O", "N", "C", "C", "C", "C", "C", "C", "H", "H", "H", "H", "H", "H", "H", "H", "H", "H", "H"], "xyz": [[-2.273, -0.530, 0.220], [-1.099, -0.613, -0.529], [-1.151, 1.900, -0.333], [-0.536, 0.657, -0.954], [0.356, -2.122, 1.006], [2.117, 0.639, -0.114], [0.002, -0.944, 0.115], [0.719, 0.128, -0.308], [2.785, 0.077, -0.778], [-1.195, 1.848, 0.761], [0.967, -1.798, 1.854], [-0.564, 2.786, -0.598], [-0.524, -2.690, 1.314], [1.018, -2.791, 0.443], [2.485, 0.411, 0.890], [-0.515, 0.717, -2.050], [-2.633, -1.431, 0.136], [2.208, 1.697, -0.366], [-2.168, 2.059, -0.709]]}

---

Version 2
{"formula": "C6H11NO", "method": "the ωB97M-V functional and the def2-TZVPD basis", "e_homo_ha": -0.2913, "spin_multiplicity": 1, "smiles": "Cc1c[nH]cc1C.O", "species": ["O", "N", "C", "C", "C", "C", "C", "C", "H", "H", "H", "H", "H", "H", "H", "H", "H", "H", "H"], "xyz": [[2.037, 3.858, 5.423], [-2.309, -0.969, -0.210], [1.170, 0.259, -0.066], [-0.176, -0.377, -0.339], [-1.911, -1.163, -1.483], [-0.588, -0.842, -1.642], [-1.229, -0.518, 0.544], [0.111, -1.078, -2.956], [1.841, -0.475, 0.373], [-2.560, -1.557, -2.251], [2.046, 3.446, 6.267], [1.184, -1.098, -2.752], [1.027, 1.101, 0.592], [2.525, 3.221, 4.863], [1.636, 0.445, -1.034], [-3.184, -1.326, 0.144], [-0.095, -0.303, -3.694], [-1.336, -0.595, 1.607], [-0.188, -2.031, -3.385]]}

---

Version 3
{"formula": "C6H11NO", "method": "the ωB97M-V functional and the def2-TZVPD basis", "e_homo_ha": -0.3363, "spin_multiplicity": 1, "smiles": "C=C(C)O/C=N\\CC", "species": ["O", "N", "C", "C", "C", "C", "C", "C", "H", "H", "H", "H", "H", "H", "H", "H", "H", "H", "H"], "xyz": [[-0.958, 0.726, -0.989], [-1.634, -0.595, 0.968], [1.095, 1.645, -1.763], [0.243, 0.441, -1.629], [-0.282, -0.962, 1.466], [-1.744, 0.101, -0.050], [0.067, -0.555, 2.906], [0.376, -0.704, -2.286], [1.180, -0.907, -3.020], [1.870, 1.697, -2.482], [-0.173, -1.608, -1.934], [1.062, -1.050, 3.120], [0.027, 0.570, 3.104], [-0.050, -1.999, 1.393], [0.467, 2.440, -1.970], [0.418, -0.531, 0.707], [-2.787, 0.418, -0.324], [-0.823, -0.966, 3.609], [1.647, 1.840, -0.826]]}

---

Version 4
{"formula": "C6H11NO", "method": "the ωB97M-V functional and the def2-TZVPD basis", "e_homo_ha": -0.2913, "spin_multiplicity": 1, "smiles": "C[C@@H]1C[C@H]2N[C@@H]2[C@H]1O", "species": ["O", "N", "C", "C", "C", "C", "C", "C", "H", "H", "H", "H", "H", "H", "H", "H", "H", "H", "H"], "xyz": [[0.272, -2.000, -0.472], [2.516, 0.817, -0.597], [-0.724, -0.220, 0.431], [-2.224, -0.387, -0.059], [0.167, -0.636, -0.810], [0.246, 1.072, 1.010], [1.171, 1.324, 0.059], [1.547, -0.123, -0.276], [-0.375, -0.068, -1.724], [3.068, 0.651, 0.196], [-2.399, -1.446, -0.348], [-3.008, -0.207, 0.739], [-0.432, 2.112, 0.829], [0.519, -2.502, -1.420], [2.122, -0.747, 0.569], [-2.812, 0.599, -0.725], [-0.707, -1.006, 1.235], [0.715, 1.827, -0.794], [0.338, 0.938, 2.159]]}

---

The energy of each structure relative to the most stable one, in kcal/mol, is as follows: version 1 64.6; version 2 0.0; version 3 47.6; version 4 194.5.